No. 1
48
Properties=species:S:1:pos:R:3 method="wB97M-V/def2-TZVPD" total_energy_ev=-53929.7313
H 0.941 -0.088 7.380
C -2.877 -0.768 -3.260
H 1.761 3.927 -2.141
H 0.241 1.468 6.889
O 0.049 0.551 0.188
I -0.706 3.446 0.294
H 2.577 -3.526 -2.464
H 0.157 2.056 4.656
H 2.405 0.430 -2.617
N 0.667 -0.784 -2.385
C 0.154 0.377 6.763
S 0.601 -0.741 0.758
C -2.527 1.810 -2.469
H -4.618 2.071 -2.849
C 0.310 -1.625 3.486
O -0.159 -1.869 0.266
C 0.239 -1.314 4.849
H 2.859 2.967 -1.000
C -3.794 1.373 -2.852
C 0.240 1.019 4.331
C -3.988 0.067 -3.289
Sn 0.497 1.779 -1.537
C -1.637 -0.330 -2.791
H 1.474 3.931 -0.292
C -0.512 -1.264 -2.769
H -4.949 -0.314 -3.644
H 0.382 -2.653 3.162
H 2.487 0.434 -0.681
H -0.812 0.086 7.209
C 1.663 -2.940 -2.594
C -0.652 -2.622 -3.136
H 0.380 -4.512 -3.361
C 2.344 0.853 -1.646
H 3.137 1.668 -1.709
C 1.708 -1.598 -2.250
H 2.636 -1.160 -1.894
C 0.459 -3.461 -3.069
N -1.471 0.962 -2.386
O 2.051 -0.824 0.620
H 0.355 1.554 2.274
C 0.325 -0.584 2.539
C 0.312 0.725 2.974
C 1.828 3.432 -1.179
C 0.229 0.011 5.294
H -2.359 2.858 -2.213
H -1.618 -3.003 -3.449
H -2.947 -1.779 -3.605
H 0.159 -2.096 5.600

No. 2
66
Properties=species:S:1:pos:R:3 method="wB97M-V/def2-TZVPD" total_energy_ev=-135237.0497 total_charge=+3
H 1.395 3.109 2.535
H -4.803 1.014 -4.962
C -0.401 -3.801 2.772
C 2.376 0.007 -1.347
H -3.792 2.425 -5.230
H 3.943 -0.837 -2.567
N -2.847 0.871 -2.563
C -0.550 2.079 5.076
C 2.578 -0.436 1.043
H 1.005 3.545 4.939
F 5.294 -1.965 -0.715
H -4.689 2.258 -3.707
C 0.639 2.540 3.065
Sb 0.239 1.276 0.419
H -1.715 0.092 2.622
H -1.295 -4.834 5.067
C 1.020 -5.692 2.735
F -0.757 2.324 6.354
H 2.211 -0.329 2.057
H 1.440 -6.573 3.206
H 1.578 4.949 -3.002
N -0.055 -3.479 1.507
H 1.832 2.766 -1.863
Br 1.215 -3.770 -0.911
C 3.534 -0.708 -1.574
H -3.550 1.307 -1.973
C 1.384 -5.374 1.437
C 4.193 -1.276 -0.490
H 4.297 -1.605 1.622
C -2.970 0.977 -3.910
C -1.004 3.888 -0.301
H 1.843 0.439 -2.182
C 0.430 2.798 4.408
C 3.737 -1.153 0.815
C 0.864 4.620 -2.259
H -1.916 5.805 -0.682
C 0.135 -0.968 -4.802
H -1.124 -3.151 3.248
C -4.129 1.720 -4.470
C 0.817 -4.258 0.860
C -1.328 1.112 4.453
C -0.298 -5.213 4.846
C -1.839 0.176 -1.991
H 0.813 -0.202 -5.191
H -0.294 -6.287 5.021
C 1.908 0.149 -0.037
C -0.131 1.562 2.429
C -0.195 5.449 -1.909
H -2.052 0.398 -5.745
H -1.712 3.622 0.478
H -0.262 -1.500 -5.667
C 0.110 -4.900 3.436
C -1.998 0.355 -4.666
S -1.906 0.073 -0.212
F -0.316 6.612 -2.514
C 0.051 3.032 -0.649
C -1.113 0.847 3.114
H -2.086 0.591 5.022
N -0.905 -0.400 -2.679
H 0.400 -4.762 5.553
C 0.989 3.400 -1.621
C -0.959 -0.319 -4.033
Au -0.925 -1.868 0.516
H 2.078 -5.984 0.878
H 0.695 -1.653 -4.171
C -1.130 5.107 -0.936

E_LUMO / eV: -1.2036, -9.6263
HOMO / hartree: -0.259, -0.621